{"formula": "C37H41CaN16O5", "method": "ωB97M-V/def2-TZVPD", "species": ["Ca", "N", "C", "C", "O", "O", "H", "H", "H", "H", "N", "N", "C", "O", "O", "H", "H", "H", "C", "N", "C", "N", "C", "N", "C", "C", "C", "C", "C", "C", "C", "N", "N", "C", "O", "C", "C", "C", "C", "C", "C", "N", "C", "N", "C", "N", "C", "H", "H", "H", "H", "H", "H", "H", "H", "H", "H", "H", "H", "H", "H", "H", "H", "C", "C", "C", "C", "C", "C", "C", "C", "N", "H", "H", "H", "H", "H", "H", "C", "N", "C", "N", "C", "N", "C", "N", "C", "C", "H", "H", "H", "H", "H", "H", "H", "H", "H", "H", "H", "H"], "positions_angstrom": [[1.46993, 1.46710, 1.22497], [2.58458, 0.42587, 4.36545], [2.04974, -0.93138, 4.23912], [1.54506, -1.32350, 2.83902], [1.33452, -2.51890, 2.63368], [1.41317, -0.38215, 1.98319], [1.93955, 1.02938, 4.85986], [2.64078, 0.84457, 3.44305], [1.22982, -1.10478, 4.93838], [2.83016, -1.65593, 4.48743], [1.67658, 4.34599, 4.50475], [2.35627, 4.85264, 3.38741], [2.46067, 4.04804, 2.24003], [2.71168, 4.62695, 1.17031], [2.33893, 2.79828, 2.41403], [0.69697, 4.60479, 4.49978], [2.11135, 4.68236, 5.35111], [2.23431, 5.82969, 3.16968], [-1.58129, 3.23888, -3.50985], [-0.63889, 3.14155, -2.40168], [-0.13327, 2.10785, -1.70990], [0.72906, 2.56425, -0.81055], [0.72660, 3.90798, -1.01181], [-0.07268, 4.29147, -1.97131], [-3.00560, 2.79883, -3.23567], [-3.97541, 3.79186, -3.16390], [-5.31081, 3.47511, -2.98940], [-5.70083, 2.15996, -2.87681], [-4.74641, 1.14511, -2.93312], [-3.39484, 1.46221, -3.12050], [-5.22238, -0.22564, -2.78810], [-6.45508, -0.61468, -2.81714], [-6.45604, -1.96851, -2.63339], [-5.22446, -2.33412, -2.51180], [-4.37644, -1.26870, -2.60211], [-4.69271, -3.67325, -2.31488], [-5.52146, -4.78845, -2.38096], [-4.96955, -6.04375, -2.20480], [-3.60728, -6.19617, -1.99615], [-2.76849, -5.08874, -1.93865], [-1.28175, -5.27434, -1.72181], [-0.49005, -4.19675, -2.27864], [-0.29640, -2.97100, -1.77622], [0.41123, -2.24090, -2.61811], [0.63349, -3.10155, -3.64441], [0.10804, -4.29563, -3.48130], [-3.33154, -3.82930, -2.08109], [-1.18805, 2.70051, -4.37515], [-1.58481, 4.30066, -3.73705], [-0.38648, 1.07137, -1.85582], [1.34353, 4.57753, -0.43166], [-3.67847, 4.83111, -3.23756], [-6.04907, 4.26481, -2.93879], [-6.73937, 1.88612, -2.75190], [-2.66931, 0.66130, -3.19901], [-6.57905, -4.65612, -2.56392], [-5.60575, -6.91854, -2.24236], [-3.18883, -7.18894, -1.87597], [-0.95000, -6.19300, -2.19968], [-1.05293, -5.32184, -0.65421], [-0.65296, -2.65234, -0.80909], [1.19839, -2.83521, -4.52278], [-2.72017, -2.94317, -2.02742], [-0.79117, 2.15066, 2.08804], [-1.62904, 1.02145, 2.07467], [-1.74228, 0.14408, 3.19592], [-2.57398, -0.94269, 3.18862], [-3.35919, -1.24916, 2.05888], [-3.24839, -0.42001, 0.93158], [-2.41100, 0.66696, 0.93204], [-4.26136, -2.34339, 2.07432], [-5.00286, -3.22958, 2.09273], [-0.45357, 2.50219, 3.06125], [-1.01844, 2.94346, 1.37694], [-1.14074, 0.36151, 4.07200], [-2.64150, -1.58473, 4.05867], [-3.85169, -0.64720, 0.05872], [-2.33931, 1.29213, 0.04598], [4.94074, 1.61633, 1.64330], [4.09911, 0.55658, 1.05511], [4.38479, 0.49018, -0.38205], [5.80106, 0.22438, -0.65847], [6.59528, 1.28245, -0.02566], [6.36875, 1.36210, 1.41679], [6.70178, 0.06310, 2.00391], [5.90907, -1.02519, 1.42479], [4.49105, -0.72562, 1.65777], [6.14847, -1.04827, -0.01759], [4.75411, 1.66886, 2.71602], [4.67155, 2.57536, 1.19711], [4.10923, 1.43727, -0.85472], [3.79752, -0.31752, -0.82097], [6.32778, 2.23984, -0.47866], [7.65455, 1.08425, -0.20928], [6.51472, 0.09815, 3.07887], [7.76231, -0.14038, 1.83201], [4.32311, -0.67820, 2.73401], [3.88209, -1.52780, 1.23664], [5.54580, -1.84116, -0.46680], [7.20616, -1.25721, -0.19731]], "forces_ev_per_angstrom": [[-0.92, -0.36, -2.25], [-0.16, -0.05, 0.03], [0.22, 0.19, -0.11], [-0.16, -0.74, -0.04], [0.03, 0.28, 0.00], [-0.03, -2.07, 0.96], [0.02, 0.03, 0.01], [0.14, -0.01, 0.20], [-0.02, 0.01, 0.00], [-0.09, -0.08, 0.01], [0.01, 0.01, 0.05], [-0.09, -0.15, -0.11], [0.30, 0.41, 0.48], [-0.01, -0.08, 0.01], [1.27, 2.00, 1.47], [-0.02, 0.02, -0.02], [0.05, -0.01, 0.01], [-0.06, 0.02, -0.07], [-0.13, -0.38, -0.12], [0.11, -0.22, 0.05], [0.05, 0.47, 0.12], [-0.22, -0.29, -0.73], [0.18, 0.02, 0.03], [-0.23, 0.23, 0.03], [0.01, 0.01, 0.09], [0.12, 0.03, 0.09], [-0.13, 0.16, -0.01], [-0.06, -0.22, -0.02], [0.48, 0.22, 0.04], [-0.26, 0.08, 0.00], [-0.29, -0.42, -0.04], [0.07, 0.59, -0.04], [0.08, -0.56, 0.01], [-0.25, 0.37, -0.01], [0.04, 0.01, -0.01], [0.29, -0.15, 0.03], [-0.05, 0.14, 0.04], [-0.08, -0.08, -0.01], [0.14, 0.01, 0.05], [-0.20, 0.03, -0.10], [-0.04, 0.13, 0.10], [0.07, 0.01, 0.17], [0.29, 0.24, -0.06], [-0.02, 0.06, 0.01], [-0.09, 0.08, 0.18], [-0.11, -0.13, -0.23], [0.03, -0.04, -0.05], [0.09, -0.02, 0.08], [0.03, -0.03, -0.14], [-0.12, -0.05, -0.09], [0.02, 0.00, 0.02], [0.02, -0.01, -0.02], [0.00, -0.01, 0.00], [0.01, 0.02, 0.05], [0.05, 0.00, 0.05], [0.00, -0.01, 0.02], [0.00, 0.01, 0.00], [-0.01, -0.01, -0.02], [0.06, -0.01, 0.06], [-0.05, -0.09, -0.04], [-0.02, -0.03, 0.09], [0.00, -0.06, 0.00], [0.08, 0.06, -0.02], [-0.54, 0.12, 0.20], [0.00, 0.27, -0.04], [0.00, -0.11, -0.05], [0.02, 0.03, -0.09], [0.10, 0.13, 0.04], [0.00, -0.06, 0.02], [0.05, -0.07, -0.04], [-0.11, -0.15, -0.02], [0.02, -0.01, -0.05], [0.07, -0.03, -0.02], [0.01, -0.01, -0.02], [-0.03, -0.02, 0.02], [0.02, 0.02, 0.01], [0.02, 0.03, -0.03], [-0.10, 0.04, 0.03], [0.20, 0.04, -0.04], [-0.10, 0.35, -0.09], [0.23, -0.06, -0.06], [0.00, 0.01, -0.07], [-0.05, 0.00, 0.03], [0.01, 0.04, 0.01], [-0.02, -0.03, -0.06], [0.02, -0.01, 0.03], [0.06, -0.17, 0.01], [-0.05, 0.05, 0.05], [-0.06, -0.02, -0.02], [-0.02, -0.01, 0.01], [-0.02, 0.01, 0.04], [-0.11, -0.01, -0.03], [0.03, 0.00, 0.01], [-0.01, 0.01, -0.01], [0.01, 0.02, -0.01], [-0.01, -0.01, 0.02], [-0.07, 0.02, -0.01], [-0.05, 0.05, 0.03], [0.03, -0.01, 0.02], [-0.01, -0.01, -0.02]], "lowdin_charge": [1.3399, 0.0185, -0.1968, -0.6777, -0.0040, -0.2948, 0.0573, -0.0022, 0.1104, 0.0992, 0.0136, -0.0345, -0.7259, -0.0365, -0.2724, 0.0735, 0.0679, 0.1187, -0.0767, -0.1068, -0.1212, -0.0109, -0.1911, 0.1093, -0.1882, -0.0350, -0.0621, -0.0183, -0.1292, 0.0376, -0.2928, 0.1097, 0.1177, -0.2759, 0.1236, -0.1306, -0.0144, -0.0646, -0.0345, -0.1748, -0.0709, -0.1458, -0.1646, 0.0714, -0.2386, 0.0968, 0.0413, 0.1324, 0.1131, 0.1310, 0.0918, 0.1143, 0.1076, 0.1143, 0.1235, 0.1153, 0.1050, 0.1136, 0.1259, 0.1427, 0.1429, 0.0947, 0.1053, -0.1856, -0.3514, -0.0614, -0.0500, -0.2792, -0.0660, -0.0676, -0.2441, 0.1002, 0.0332, 0.0334, 0.1041, 0.1106, 0.0932, 0.0825, -0.1688, -0.1202, -0.1754, -0.0901, -0.1818, -0.0859, -0.1770, -0.0843, -0.1603, -0.1816, 0.1248, 0.1198, 0.1273, 0.1290, 0.1246, 0.1191, 0.1274, 0.1191, 0.1171, 0.1334, 0.1245, 0.1193], "relative_energy_kj_mol": 172.9, "gap_ha": 0.1929, "e_homo_ev": -3.643, "total_charge": -1, "fmax_ev_per_a": 2.789}